[1]
13
Properties=species:S:1:pos:R:3:forces:R:3:lowdin_charge:R:1 method="wB97M-V/def2-TZVPD" gap_ev=12.4440 charge=+1 largest_force_ev_per_a=6.21 relative_energy_kcal_mol=19.85 homo_energy_ev=-15.94
Li -0.004 0.275 0.290 0.31 0.02 -0.32 0.7413
O -0.723 -0.297 -1.729 0.83 -3.88 4.78 -0.0317
H -0.768 0.079 -2.529 -0.32 2.45 -4.65 -0.0113
H -0.468 -1.240 -1.913 -0.47 1.34 0.20 0.0972
O -0.290 -1.428 1.408 -2.09 -2.14 -0.87 -0.1224
H -0.984 -2.101 1.045 1.73 1.88 0.77 0.1237
H -0.113 -1.827 2.276 0.27 0.48 -0.16 0.0725
O 1.999 0.062 -0.178 0.31 -2.16 -1.07 -0.1437
H 2.774 0.627 -0.391 -0.68 -0.85 0.06 0.0801
H 2.121 -0.883 -0.592 0.15 3.00 1.15 0.1203
O -0.832 1.982 0.725 -2.88 1.93 0.44 -0.1593
H -1.684 1.853 1.279 2.05 0.22 -1.17 0.1116
H -1.028 2.900 0.311 0.79 -2.31 0.84 0.1217

***

[2]
100
Properties=species:S:1:pos:R:3:forces:R:3:lowdin_charge:R:1 method="wB97M-V/def2-TZVPD" gap_ev=7.2082 charge=+1 largest_force_ev_per_a=7.73 relative_energy_kcal_mol=354.57 homo_energy_ev=-9.61
C 0.203 -5.845 -0.364 -1.17 0.78 -0.21 -0.1129
N 0.346 -5.078 0.967 -0.41 1.54 -0.80 -0.1381
C 1.244 -3.879 0.766 0.57 -1.98 -3.40 -0.1865
N 1.516 -3.056 2.004 -0.49 0.45 0.41 -0.0698
C 0.689 -3.410 3.216 -0.82 -1.70 2.29 -0.0982
C 0.770 -2.285 4.402 -0.56 -0.83 1.17 -0.1347
O 1.831 -1.289 4.274 -1.62 -1.34 -1.76 -0.1171
C 1.940 -0.701 2.936 2.11 1.51 -1.23 -0.3416
C 3.584 -0.661 2.616 -0.13 1.28 1.28 -0.1233
C 3.982 0.307 1.356 0.59 -0.78 -1.33 -0.1893
C 5.058 -0.483 0.348 -0.20 0.60 0.03 -0.2089
C 5.072 0.133 -1.178 -0.07 0.04 0.23 -0.2097
C 3.655 -0.019 -1.988 -0.35 -0.06 -0.13 -0.2279
C 3.717 -0.983 -3.317 -1.36 0.87 -0.13 -0.2047
C 2.156 -1.502 -3.577 0.86 0.62 -0.69 -0.2316
C 2.031 -2.531 -4.856 -1.53 -0.65 1.33 -0.2126
C 0.450 -2.412 -5.377 1.04 1.42 0.00 -0.2044
C 0.377 -1.079 -6.383 0.20 -0.89 0.79 -0.2056
C -1.071 -0.295 -6.186 0.45 -0.11 -1.29 -0.1729
C -0.914 1.095 -5.324 1.72 -0.42 0.00 -0.1642
N -1.694 1.119 -4.019 -2.88 1.05 4.08 -0.1618
C -2.181 -0.017 -3.145 -1.48 1.20 2.84 -0.0908
C -2.959 0.403 -1.763 3.17 4.14 -5.71 -0.0627
C -2.888 2.052 -1.934 1.73 -2.29 -2.72 -0.0792
C -2.104 2.429 -3.328 -1.77 -3.25 3.33 -0.0570
C 1.497 0.901 2.970 0.70 0.22 0.52 -0.1053
C 0.300 1.245 4.032 -0.87 1.31 -0.68 -0.1619
C -0.883 2.188 3.320 -0.36 0.64 1.29 -0.3711
C -0.288 3.523 2.574 -0.06 -0.71 -1.06 -0.1012
C -1.927 2.614 4.553 0.33 -1.30 -0.71 -0.1067
C 1.275 -1.559 1.715 0.33 1.51 -0.56 -0.1078
C -0.294 -1.207 1.376 -0.61 -0.37 -0.68 -0.0396
O -0.369 -0.717 -0.041 -0.90 -7.01 2.12 -0.2481
O -0.214 0.575 -0.089 1.38 6.11 -1.34 -0.0947
H -0.457 -6.779 -0.115 1.63 1.63 -0.65 0.1057
H -0.457 -5.141 -1.063 1.59 -1.66 0.95 0.1032
H 1.232 -6.083 -0.868 -2.06 0.32 1.17 0.1034
H -0.625 -4.660 1.093 1.53 -0.87 0.00 0.1026
H 0.842 -3.240 -0.159 0.87 -0.69 2.31 0.1553
H 2.292 -4.312 0.390 -2.20 1.01 0.93 0.1694
H 2.529 -3.247 2.269 -1.52 0.83 -0.34 0.1928
H -0.468 -3.581 2.980 2.90 0.34 0.18 0.1484
H 1.138 -4.420 3.658 -1.17 2.14 -1.21 0.1639
H 0.991 -2.885 5.411 -0.38 1.47 -2.28 0.1597
H -0.318 -1.851 4.538 2.24 -0.39 -0.43 0.1324
H 4.063 -1.727 2.556 -0.90 1.80 -0.12 0.1106
H 4.053 -0.150 3.587 -1.05 -1.36 -2.00 0.1427
H 4.493 1.302 1.699 -1.13 -1.94 -0.51 0.1278
H 3.067 0.590 0.669 1.61 -0.57 1.59 0.0977
H 6.135 -0.342 0.807 -2.13 -0.59 -0.94 0.1204
H 4.774 -1.631 0.296 0.64 2.23 0.13 0.1059
H 5.299 1.295 -1.113 -0.12 -2.54 -0.13 0.1214
H 5.925 -0.448 -1.773 -1.77 1.51 1.21 0.1208
H 2.779 -0.453 -1.308 1.93 0.86 -1.11 0.0818
H 3.278 1.059 -2.322 0.80 -2.34 0.66 0.1266
H 3.996 -0.288 -4.232 -0.29 -1.65 1.76 0.1222
H 4.467 -1.884 -3.236 -1.48 1.80 -0.03 0.1199
H 1.478 -0.555 -3.837 1.50 -1.86 0.74 0.1039
H 1.759 -1.946 -2.562 0.60 0.58 -2.12 0.0986
H 2.134 -3.627 -4.416 0.25 2.19 -1.16 0.1100
H 2.810 -2.306 -5.704 -1.57 -0.49 1.72 0.1211
H 0.073 -3.394 -5.894 0.60 2.00 1.08 0.1138
H -0.179 -2.103 -4.420 1.13 -1.09 -1.97 0.0871
H 0.569 -1.444 -7.481 -0.57 0.86 2.07 0.1148
H 1.309 -0.417 -6.071 -2.09 -1.06 -0.75 0.0995
H -1.423 -0.013 -7.289 0.45 -0.57 2.56 0.1187
H -1.832 -1.073 -5.718 1.48 1.94 -0.95 0.1104
H -1.090 2.069 -5.990 -0.14 -2.25 1.74 0.1436
H 0.236 1.157 -5.009 -2.39 -0.09 -0.70 0.1131
H -2.072 -1.170 -3.328 0.15 2.75 -0.33 0.0895
H -3.405 -0.257 -0.901 1.11 1.47 -2.18 0.0883
H -3.332 2.813 -1.133 1.20 -1.70 -2.18 0.0820
H -1.883 3.524 -3.725 -0.43 -2.94 0.72 0.1105
H 2.461 1.482 3.369 -2.04 -1.41 -0.93 0.1343
H 1.314 1.346 1.881 0.08 -1.24 2.38 0.1210
H 0.735 1.900 4.930 -0.93 -1.63 -1.94 0.1398
H -0.263 0.323 4.477 1.33 1.58 -0.82 0.0905
H -1.517 1.581 2.545 1.29 0.98 1.38 0.1176
H 0.795 3.763 2.952 -2.15 -0.25 -0.59 0.0839
H -0.205 3.251 1.415 -0.02 0.70 2.41 0.0807
H -1.015 4.453 2.634 1.56 -2.04 0.15 0.0834
H -1.440 3.433 5.247 -1.14 -1.65 -1.45 0.0994
H -2.951 2.931 4.078 2.26 -0.37 1.20 0.0570
H -2.104 1.604 5.155 0.30 2.23 -0.93 0.0780
H 1.865 -1.371 0.694 -1.22 -0.02 2.40 0.1678
H -0.794 -0.429 2.092 1.31 -1.27 -1.31 0.1383
H -1.009 -2.164 1.390 1.72 2.01 -0.21 0.1485
H -0.038 0.772 -1.067 -0.56 -0.48 1.76 0.1462
O -3.621 4.631 2.961 -1.69 -0.47 -1.06 0.0744
C -4.766 4.540 2.549 1.85 0.42 0.43 -0.4464
O -5.168 3.668 1.578 0.76 0.22 0.59 0.0217
C -6.540 3.909 1.271 -0.64 -0.23 -0.53 -0.1699
C -7.103 4.604 2.483 -0.88 0.10 0.30 -0.1666
C -5.920 5.388 2.993 -0.41 -0.05 0.32 -0.0811
H -6.592 4.532 0.372 0.03 -0.06 0.06 0.1315
H -7.046 2.959 1.074 0.31 0.09 -0.07 0.1298
H -7.974 5.225 2.257 0.11 -0.16 -0.02 0.1238
H -7.402 3.861 3.232 0.01 0.11 -0.15 0.1247
H -5.845 6.369 2.517 0.12 -0.03 0.14 0.1396
H -5.942 5.485 4.081 0.29 0.23 -0.23 0.1348

***

[3]
88
Properties=species:S:1:pos:R:3:forces:R:3:lowdin_charge:R:1 method="wB97M-V/def2-TZVPD" gap_ev=5.8873 largest_force_ev_per_a=8.98 relative_energy_kcal_mol=151.38 homo_energy_ev=-7.84
O 11.254 -0.678 2.971 -8.14 0.32 -2.86 -0.0139
C 9.988 -0.699 2.541 4.32 -0.18 1.73 -0.2398
N 9.331 -2.041 2.154 -1.47 4.17 -1.44 0.0953
C 7.871 -1.747 1.749 -2.88 -4.66 -1.72 -0.2265
O 7.148 -2.803 1.314 4.39 7.40 2.56 -0.0234
C 7.490 -0.158 1.887 1.48 2.37 0.93 0.0268
C 6.102 0.678 1.637 3.48 1.24 0.95 -0.1208
C 4.759 -0.143 1.178 0.60 2.50 0.17 -0.2165
S 4.018 -0.955 2.735 -1.56 -7.74 0.29 0.7963
O 2.640 -1.592 2.365 4.09 3.41 0.94 -0.4375
O 4.916 -2.102 3.280 -2.02 4.81 -1.62 -0.4202
C 6.167 2.331 1.879 3.57 -2.81 0.69 0.0189
C 7.608 3.025 2.366 0.16 -3.91 -0.48 -0.0218
C 8.992 2.133 2.634 -3.72 -2.21 -1.37 0.0288
C 8.901 0.517 2.377 -3.34 1.53 -0.50 -0.0085
H 9.740 -2.248 1.211 -0.02 -0.44 1.20 0.1432
H 3.958 0.666 0.828 1.60 -1.87 0.74 0.1067
H 4.951 -0.933 0.331 -0.39 1.26 2.13 0.1443
H 3.896 -0.007 3.796 0.19 -0.40 -1.49 0.1046
H 5.196 2.974 1.718 2.24 -1.38 0.35 0.0974
H 7.682 4.182 2.528 -0.30 -2.54 -0.38 0.0873
H 10.005 2.610 2.984 -2.35 -0.94 -0.79 0.1066
C 1.649 3.225 -1.391 -0.08 0.04 0.01 -0.0927
C 1.257 1.823 -0.934 -0.19 0.23 0.21 -0.2713
N 0.540 1.787 0.344 0.09 0.00 0.25 -0.1902
C 0.404 0.434 0.892 0.35 0.01 0.00 -0.2501
C -0.435 -0.567 0.103 -0.18 -0.28 0.02 -0.0759
C -0.665 2.617 0.433 0.23 0.24 -0.04 -0.2459
C -1.783 2.350 -0.570 -0.38 -0.04 -0.03 -0.0820
H 2.252 3.736 -0.633 -0.14 -0.04 -0.03 0.0729
H 2.246 3.163 -2.307 -0.09 -0.03 0.11 0.0734
H 0.775 3.843 -1.618 0.11 -0.04 0.06 0.0654
H 2.189 1.253 -0.830 -0.22 -0.16 0.15 0.1025
H 0.682 1.342 -1.733 0.04 -0.07 -0.16 0.0980
H 0.010 0.494 1.914 0.02 0.18 -0.15 0.1178
H 1.411 0.013 1.007 -0.16 0.14 -0.10 0.0699
H -1.504 -0.375 0.213 0.07 -0.01 -0.11 0.0571
H -0.254 -1.577 0.488 0.02 0.12 -0.03 0.0626
H -0.186 -0.576 -0.962 -0.03 0.03 0.09 0.0711
H -0.369 3.667 0.340 0.13 -0.10 -0.07 0.1000
H -1.081 2.548 1.447 0.24 -0.22 -0.11 0.1167
H -1.410 2.197 -1.586 0.01 -0.01 0.06 0.0715
H -2.462 3.207 -0.599 0.05 -0.04 0.00 0.0556
H -2.382 1.482 -0.284 0.10 0.05 -0.16 0.0583
C 1.673 -5.190 1.384 0.00 -0.05 0.05 -0.0817
C 0.246 -5.033 0.867 0.18 -0.23 -0.07 -0.2682
N -0.212 -6.143 0.025 -0.17 -0.04 -0.29 -0.1902
C -1.472 -5.859 -0.669 0.29 0.13 -0.10 -0.2539
C -2.720 -5.657 0.185 -0.36 0.00 0.02 -0.0958
C -0.116 -7.483 0.612 0.31 0.10 -0.06 -0.2506
C -0.864 -7.738 1.917 -0.22 -0.24 0.18 -0.0919
H 2.381 -5.324 0.559 -0.13 -0.05 0.09 0.0815
H 1.968 -4.290 1.935 -0.07 -0.10 -0.09 0.0602
H 1.771 -6.036 2.071 0.01 0.06 -0.09 0.0657
H 0.224 -4.110 0.274 -0.22 -0.21 -0.08 0.1058
H -0.420 -4.873 1.722 -0.06 0.11 0.14 0.0965
H -1.671 -6.652 -1.400 0.16 -0.04 0.18 0.1103
H -1.328 -4.954 -1.274 0.15 -0.04 0.16 0.1070
H -3.104 -6.603 0.572 0.04 0.11 0.06 0.0537
H -3.515 -5.221 -0.430 0.07 -0.02 0.06 0.0701
H -2.549 -4.977 1.025 0.02 -0.09 -0.08 0.0670
H 0.942 -7.712 0.776 -0.03 0.20 -0.01 0.1003
H -0.436 -8.228 -0.128 -0.06 0.32 -0.05 0.1140
H -0.756 -6.920 2.632 0.01 -0.02 -0.08 0.0688
H -0.470 -8.641 2.393 -0.02 0.06 -0.02 0.0716
H -1.929 -7.912 1.743 0.09 0.11 0.11 0.0535
C -8.761 4.788 -3.405 0.02 -0.11 -0.04 -0.0943
C -7.545 5.198 -2.579 -0.04 -0.26 0.02 -0.2710
N -6.833 4.075 -1.960 0.10 -0.06 0.26 -0.1900
C -5.838 4.497 -0.970 -0.32 0.02 0.10 -0.2509
C -4.645 5.309 -1.468 0.32 0.10 0.05 -0.0983
C -6.394 3.010 -2.866 -0.32 -0.03 0.00 -0.2486
C -5.457 3.395 -4.008 0.30 -0.11 -0.19 -0.0894
H -9.469 4.207 -2.806 0.15 0.02 -0.07 0.0792
H -9.281 5.681 -3.766 0.11 -0.09 0.06 0.0726
H -8.480 4.200 -4.284 -0.05 0.03 0.10 0.0636
H -7.911 5.861 -1.786 0.28 -0.15 0.06 0.1172
H -6.880 5.799 -3.210 0.02 0.15 -0.09 0.0947
H -5.464 3.617 -0.433 -0.12 -0.04 -0.21 0.1083
H -6.354 5.091 -0.204 -0.10 -0.05 -0.20 0.1092
H -3.917 4.683 -1.987 -0.07 0.10 -0.05 0.0425
H -4.126 5.754 -0.612 -0.05 -0.02 -0.07 0.0723
H -4.942 6.127 -2.130 0.02 -0.11 0.05 0.0679
H -7.281 2.537 -3.300 -0.04 0.18 0.07 0.1003
H -5.924 2.206 -2.283 -0.07 0.30 0.13 0.1145
H -5.756 4.320 -4.506 0.00 -0.04 0.06 0.0686
H -5.457 2.604 -4.764 -0.01 0.06 0.05 0.0727
H -4.425 3.502 -3.664 -0.11 0.11 -0.09 0.0531